{
  "formula": "C3H8N2O",
  "method": "the ωB97M-V functional and the def2-TZVPD basis",
  "smiles": "CC(=O)NCN",
  "e_homo_ha": -0.3485,
  "elements": ["H", "C", "C", "H", "N", "O", "H", "H", "H", "C", "H", "H", "H", "N"],
  "coordinates": [[1.637, -1.330, -1.159], [1.294, -0.939, -0.207], [-0.344, 0.847, 0.215], [-2.274, 1.030, -0.823], [0.030, -0.247, -0.531], [0.251, 1.179, 1.220], [0.226, -2.473, 0.584], [-2.027, 1.981, 0.662], [1.155, -1.685, 1.670], [-1.557, 1.607, -0.245], [-0.248, -0.200, -1.502], [-1.226, 2.464, -0.837], [1.950, -0.199, 0.235], [1.132, -2.035, 0.717]],
  "forces_ev_per_a": [[0.4217, 0.0929, -0.0772], [-0.9901, 0.0118, -0.2146], [0.0510, -0.3243, -0.0094], [0.0806, -0.1227, -0.0413], [0.0984, 0.5063, 0.0225], [0.1320, -0.1440, 0.1619], [0.1679, -0.0415, -0.0326], [-0.1267, 0.1045, -0.1001], [-0.0783, -0.0488, -0.0957], [-0.0157, 0.2363, 0.0202], [-0.0331, -0.2631, 0.1331], [-0.0655, -0.0063, 0.0235], [0.3916, -0.0739, -0.1645], [-0.0337, 0.0727, 0.3743]],
  "nbo_charge": [0.176, -0.060, 0.677, 0.217, -0.646, -0.622, 0.358, 0.246, 0.366, -0.716, 0.388, 0.235, 0.209, -0.829]
}

***

{
  "formula": "C4H12N2",
  "method": "the ωB97M-V functional and the def2-TZVPD basis",
  "smiles": "NCCCCN",
  "e_homo_ha": -0.3361,
  "elements": ["C", "C", "H", "N", "H", "H", "H", "H", "C", "C", "H", "H", "H", "H", "H", "H", "H", "N"],
  "coordinates": [[-1.478, -0.560, 0.014], [1.388, 0.493, 0.677], [0.161, -1.400, -1.060], [-2.053, 0.761, 0.382], [-1.092, -1.039, 0.916], [1.432, 0.653, -1.444], [-2.243, -1.212, -0.410], [2.055, 1.348, 0.794], [0.689, 0.636, -0.653], [-0.350, -0.429, -1.000], [2.606, -0.871, 1.624], [-3.045, 0.628, 0.549], [-2.047, 1.329, -0.460], [0.681, 0.517, 1.505], [0.236, 1.630, -0.682], [-0.732, -0.222, -1.995], [1.593, -1.527, 0.534], [2.198, -0.735, 0.709]],
  "forces_ev_per_a": [[-0.0802, 0.3871, -0.0149], [0.3520, -0.3341, 0.1865], [-0.1619, 0.0610, -0.1404], [-0.1218, -0.4150, -0.5133], [-0.0751, 0.0296, 0.0787], [0.2976, -0.1073, -0.1467], [-0.0373, -0.2046, 0.0265], [0.0605, -0.0232, 0.0789], [-0.2690, 0.3971, -0.2123], [0.4940, -0.1673, 0.4634], [0.0115, -0.0176, 0.0415], [0.0405, 0.0300, 0.3238], [0.1322, 0.1509, 0.0395], [-0.2919, 0.1794, 0.0238], [-0.1583, -0.0077, 0.0614], [-0.2091, 0.0339, -0.1686], [0.0619, -0.1434, 0.0810], [-0.0459, 0.1511, -0.2087]],
  "nbo_charge": [-0.221, -0.220, 0.201, -0.831, 0.177, 0.210, 0.175, 0.190, -0.406, -0.409, 0.356, 0.353, 0.343, 0.173, 0.204, 0.203, 0.343, -0.839]
}

***

{
  "formula": "C13H31BCoO4",
  "method": "the ωB97M-V functional and the def2-TZVPD basis",
  "spin_multiplicity": 4,
  "e_homo_ha": [-0.2674, -0.2629],
  "elements": ["H", "H", "H", "C", "H", "C", "H", "H", "H", "H", "H", "H", "C", "Co", "C", "H", "C", "H", "H", "H", "H", "H", "H", "C", "H", "O", "H", "C", "H", "H", "C", "C", "C", "H", "H", "H", "H", "H", "H", "C", "O", "H", "H", "C", "C", "O", "H", "H", "B", "O"],
  "coordinates": [[-4.415, -0.882, -0.857], [-0.369, 1.347, 3.530], [-3.467, -2.822, -0.125], [-3.207, -1.930, 0.445], [0.055, 3.977, 0.671], [0.417, 3.051, 1.118], [-1.274, 2.604, 4.046], [-3.888, -2.048, 1.287], [0.541, 3.246, -2.894], [3.705, -1.482, -1.249], [2.048, 0.809, 0.521], [-1.186, -2.729, 0.758], [-2.232, -0.349, -0.889], [0.500, 0.390, -0.316], [2.505, -3.312, -1.158], [0.890, -0.248, 1.350], [-1.717, -1.793, 0.932], [2.530, -0.709, 1.198], [2.309, -0.407, -2.692], [-2.202, 2.669, 1.605], [3.176, -3.480, -0.316], [2.109, 0.631, 2.299], [-3.839, -0.024, 0.501], [-3.516, -0.737, -0.257], [-2.206, 0.725, -1.072], [-0.466, 1.890, 0.874], [0.311, -3.305, -0.929], [0.321, 3.310, 2.673], [2.319, -4.210, -1.748], [-1.945, 0.967, 2.023], [-1.454, 1.932, 1.896], [1.912, -1.348, -2.310], [3.140, -2.183, -1.863], [-0.611, 2.212, -3.818], [1.112, -2.620, 0.470], [1.188, 2.903, 3.193], [1.341, -1.686, -3.175], [-2.036, -0.810, -1.857], [0.053, 4.346, 2.881], [-0.733, 2.302, 3.149], [1.042, -1.400, -1.186], [1.398, 2.734, 0.763], [1.168, 2.175, -4.030], [0.353, 2.256, -3.311], [1.171, -2.713, -0.615], [-1.212, -0.743, 0.060], [3.697, -2.471, -2.754], [-1.681, -1.629, 2.009], [1.894, 0.147, 1.359], [0.454, 1.447, -2.191]],
  "forces_ev_per_a": [[0.3817, 0.2152, -0.6403], [1.1081, 0.1013, -0.2479], [0.8680, -0.2065, -0.3508], [0.3469, -3.4691, 2.6671], [-0.1288, -0.4101, -0.7412], [-0.4547, -0.3555, 1.5372], [-0.7105, 0.6257, -0.5282], [0.1793, 0.0225, 0.3952], [-0.5340, 0.9435, -0.5695], [0.2141, -0.4883, 0.2286], [0.9731, 3.0704, -3.4258], [0.1994, 0.1736, -0.1625], [0.0277, 0.8279, -0.7895], [-0.1640, 1.2042, -1.5981], [-0.2446, -0.0955, 2.1021], [-4.0954, -1.7298, 0.4295], [-1.4607, -0.8275, -1.3463], [2.5866, -3.1035, -0.5284], [-0.7909, 0.7798, 1.1087], [-0.2200, 0.1407, -0.0494], [-0.3065, -0.9367, 0.1537], [0.5335, 1.9690, 3.2508], [0.2949, 0.6656, -0.1688], [-1.7010, 2.0883, -0.4046], [0.5487, 0.0636, 0.2182], [0.4045, 1.4951, 0.1533], [-0.0695, -0.0967, -0.1972], [0.4791, -1.7831, -0.3356], [0.2249, 0.1496, 0.0096], [0.0899, -0.1035, -0.4960], [-1.2629, -0.0642, -0.0984], [1.2227, -0.3835, -1.2193], [-1.2018, 1.4000, -2.3226], [-0.1896, -0.0249, -0.1701], [0.3077, 0.1467, -0.0592], [0.6005, 1.0685, -0.2015], [0.1278, -0.7850, -0.1022], [0.0336, -0.3485, 0.0573], [0.2652, -0.1821, 0.1845], [-0.1101, -0.3164, 0.5887], [0.5889, 0.3765, -0.3828], [-0.1895, 0.4354, 0.0800], [0.1570, -0.7019, -0.4359], [0.6492, 0.6397, 1.8027], [0.0710, -0.2448, -0.0722], [-0.9768, -0.0718, 0.5614], [0.2917, 0.0020, 0.1722], [0.3345, 0.9074, -0.1754], [0.7985, -0.6616, 0.7182], [-0.0971, -2.1215, 1.4008]],
  "nbo_charge": [0.234, 0.215, 0.209, -0.424, 0.184, -0.075, 0.223, 0.213, 0.137, 0.226, -0.055, 0.190, -0.081, 1.568, -0.448, -0.046, -0.062, -0.003, 0.229, 0.167, 0.226, 0.016, 0.202, -0.445, 0.222, -0.598, 0.169, -0.448, 0.215, 0.188, -0.061, -0.076, -0.430, 0.134, 0.209, 0.240, 0.171, 0.195, 0.212, -0.435, -0.599, 0.227, 0.131, -0.205, -0.063, -0.606, 0.218, 0.197, -0.764, -1.044]
}

***

{
  "formula": "C6H12N",
  "method": "the ωB97M-V functional and the def2-TZVPD basis",
  "spin_multiplicity": 2,
  "total_charge": 2,
  "e_homo_ha": [-0.6782, -0.6958],
  "elements": ["C", "H", "H", "H", "H", "H", "C", "C", "C", "N", "H", "C", "H", "H", "H", "H", "H", "H", "C"],
  "coordinates": [[2.647, -0.067, -0.196], [-5.901, -0.003, -0.259], [-0.318, 0.122, -1.536], [1.476, -0.897, 1.337], [-3.028, 0.237, 0.333], [-0.996, -1.183, 0.348], [1.513, 0.873, -0.683], [0.244, 0.166, -0.629], [-3.931, -0.069, -0.140], [-5.085, 0.288, 0.403], [2.498, 0.417, 2.021], [-0.345, -0.230, 0.521], [2.577, -1.048, -0.672], [-3.881, -0.358, -1.221], [1.641, 1.073, -1.765], [3.611, 0.366, -0.504], [1.497, 1.855, -0.180], [3.293, -1.110, 1.532], [2.488, -0.433, 1.289]],
  "forces_ev_per_a": [[0.6633, -0.7347, 1.2264], [-0.2531, 0.9232, 2.3821], [-0.2121, -0.9074, -0.8462], [0.5575, -0.3084, 0.5999], [0.8183, -0.3082, 0.7370], [0.4258, 1.7468, 1.4547], [-0.5201, 0.2030, -2.5914], [1.5608, 3.2616, -0.0287], [-3.7485, 2.7597, 2.1424], [3.2220, -3.2211, -5.8841], [0.0441, -0.6292, -0.7700], [-1.6110, -3.8837, 0.0462], [-0.0570, 0.3187, -0.6207], [-0.5933, -0.1034, 0.6289], [0.3959, 0.1527, 0.5883], [-0.4170, 0.0614, 0.3113], [0.0755, -0.3921, 0.5360], [-0.1032, -0.4644, 0.3637], [-0.2480, 1.5256, -0.2757]],
  "nbo_charge": [-0.366, 0.475, 0.250, 0.179, 0.246, 0.199, -0.506, 0.020, 0.007, -0.039, 0.241, 0.202, 0.229, 0.311, 0.266, 0.280, 0.323, 0.272, -0.586]
}

***

Asked for energy relative to the best compared isomer or geometry (same formula, charge and spin) across the records above, the calculation gives 10.5 8.4 80.7 177.9 kcal/mol in order.